Arrangement A

Molecular formula: C4H4N2O
Method: DFT, ωB97M-V/def2-TZVPD

## Properties
- Multiplicity: 1
- Kohn-Sham gap: 0.2914 Ha

Each line ends with the natural charge from an NBO analysis.
Element x y z (Å)
H -2.03739 1.37487 0.46196  0.41
H -0.39482 0.14839 2.10097  0.21
H -2.16497 0.75196 -1.13154  0.41
C 1.46716 -0.22825 1.03531  -0.17
H 2.89127 -0.56901 -0.63363  0.20
C 0.10686 -0.02766 1.14628  -0.43
N 1.08229 -0.91429 -1.31819  -0.08
C -0.66943 -0.00550 -0.02142  0.59
C 1.84306 -0.53196 -0.33985  -0.06
N -1.85117 0.61953 -0.17994  -0.77
O -0.27286 -0.61807 -1.11994  -0.32

Arrangement B

Molecular formula: C4H4N2O
Method: DFT, ωB97M-V/def2-TZVPD

## Properties
- SMILES: CC1=NN=C=CO1
- Multiplicity: 1
- Kohn-Sham gap (alpha / beta): 0.2982 / 0.2983 Ha

Each line ends with the natural charge from an NBO analysis.
Element x y z (Å)
O 1.06261 -0.94641 0.34350  -0.44
C 3.14708 -0.19839 -0.04470  0.11
C 2.32255 -1.23103 -0.20685  0.00
H -1.15676 0.29180 1.09380  0.24
H -1.30211 0.15557 -0.65740  0.24
N 2.81246 0.99654 0.23171  -0.20
C -0.75146 0.64486 0.14564  -0.67
C 0.68551 0.31067 0.04424  0.54
H -0.86650 1.72167 0.07016  0.25
H 2.48854 -2.23733 -0.52424  0.22
N 1.58447 1.33349 -0.21489  -0.30

Arrangement C

Molecular formula: C4H4N2O
Method: DFT, ωB97M-V/def2-TZVPD

## Properties
- SMILES: [H]/N=C\C(=O)CC#N
- Multiplicity: 1
- Kohn-Sham gap: 0.3652 Ha

Each line ends with the natural charge from an NBO analysis.
Element x y z (Å)
H -2.14501 0.42887 0.04310  0.28
H -1.18591 0.18289 1.50597  0.28
C 1.12745 -0.73426 0.13746  0.00
C -0.32151 -0.60223 -0.26205  0.52
H 1.36379 -0.50950 1.18897  0.19
O -0.76975 -1.38043 -1.09453  -0.49
N -0.03643 2.80180 0.11391  -0.28
C -1.12624 0.44359 0.44464  -0.61
N 2.03094 -1.10165 -0.70734  -0.50
H 1.59138 -1.29054 -1.62222  0.35
C -0.52873 1.76147 0.25209  0.27

Arrangement D

Molecular formula: C4H4N2O
Method: DFT, ωB97M-V/def2-TZVPD

## Properties
- Multiplicity: 1
- Kohn-Sham gap (alpha / beta): 0.2971 / 0.2969 Ha

Each line ends with the natural charge from an NBO analysis.
Element x y z (Å)
H -2.14936 0.07924 1.25470  0.27
C -0.36002 0.18607 -0.01609  0.50
C 1.20931 -0.90052 -1.71419  0.08
N -0.02804 -0.85298 -1.99357  -0.20
O 1.04903 0.58794 -0.02760  -0.48
H -1.61927 1.81386 0.71232  0.26
N -0.78389 -0.66038 -0.87221  -0.29
H 2.77143 -1.53226 0.31178  0.09
C -1.20171 0.74902 1.02323  -0.69
H -0.62077 0.88302 1.96760  0.25
C 1.73328 -0.35299 -0.64597  0.21

So which one is most stable? That would be arrangement C, about 2.998 eV below the next structure.

Arrangement A

Molecular formula: C4H4N2O
Method: DFT, ωB97M-V/def2-TZVPD

## Properties
- SMILES: N=C=C/C=C\N=O
- Multiplicity: 1
- Kohn-Sham gap (alpha / beta): 0.3034 / 0.3035 Ha

Each line ends with the natural charge from an NBO analysis.
Element x y z (Å)
C -1.56228 0.69762 0.05706  -0.17
N 2.51168 -0.07606 -0.28868  -0.64
H 0.41799 -2.12487 0.12536  0.25
H 3.02670 0.56020 0.30439  0.41
H -1.84849 -1.38471 0.10998  0.22
C 0.21612 -1.06985 -0.06676  -0.44
H -2.61128 0.87852 0.25598  0.21
N -0.79004 1.79053 0.00305  0.06
C 1.31554 -0.23804 -0.17347  0.59
O 0.41550 1.58043 -0.32449  -0.41
C -1.09142 -0.61375 -0.00241  -0.08

Arrangement B

Molecular formula: C4H4N2O
Method: DFT, ωB97M-V/def2-TZVPD

## Properties
- SMILES: OC=C1C=NN=C1
- Multiplicity: 1
- Kohn-Sham gap: 0.3050 Ha

Each line ends with the natural charge from an NBO analysis.
Element x y z (Å)
O -2.46736 0.06005 -0.24837  -0.71
H 1.35227 -1.47975 1.48415  0.21
C -0.22863 -0.40123 0.25139  -0.33
C 1.03620 -0.63801 0.76283  0.02
N 2.07144 0.12583 0.28011  -0.24
H -2.12800 -1.42892 1.21630  0.23
N 1.56637 0.80970 -0.72496  -0.27
H -0.41022 1.25222 -1.44278  0.17
H -2.38103 1.05509 -0.42057  0.52
C -1.51326 -0.70174 0.42792  0.32
C 0.34588 0.66967 -0.73152  0.07

Arrangement C

Molecular formula: C4H4N2O
Method: DFT, ωB97M-V/def2-TZVPD

## Properties
- Multiplicity: 1
- Kohn-Sham gap: 0.3056 Ha

Each line ends with the natural charge from an NBO analysis.
Element x y z (Å)
C -1.13886 1.11388 0.05914  0.10
C 1.04755 0.11590 -0.02034  0.47
H 0.95666 -2.08988 -0.07523  0.22
O 0.24251 1.21957 0.02481  -0.47
N -0.91712 -1.20271 -0.02159  -0.52
H 2.63047 1.14502 -0.02425  0.35
H -2.05841 -1.41460 0.00872  0.52
H -1.58144 2.10156 0.10668  0.20
C -1.80517 -0.04783 0.03664  -0.33
C 0.36160 -1.18078 -0.04204  0.10
N 2.31371 0.17490 -0.04449  -0.66

Arrangement D

Molecular formula: C4H4N2O
Method: DFT, ωB97M-V/def2-TZVPD

## Properties
- SMILES: O/C=C1/C=CN=N1
- Multiplicity: 1
- Kohn-Sham gap: 0.3067 Ha

Each line ends with the natural charge from an NBO analysis.
Element x y z (Å)
C -1.45272 0.30651 0.08250  0.35
C 1.98530 0.04256 -0.09071  -0.09
H -2.35825 -1.56912 0.10355  0.51
H 3.11366 0.22794 -0.37857  0.23
C -0.09597 -0.11733 0.34433  -0.06
H 0.73323 1.94366 0.21881  0.23
N 1.52090 -1.18106 -0.14953  -0.24
N 0.25034 -1.43348 0.23010  -0.26
O -2.60983 -0.45800 -0.17105  -0.65
H -1.92935 1.31774 -0.25810  0.22
C 0.84269 0.92059 0.06868  -0.25

So which one is most stable? That would be arrangement A, about 0.276 eV below the next structure.

Arrangement A

Molecular formula: C6H6F2O
Method: DFT, ωB97M-V/def2-TZVPD

## Properties
- Multiplicity: 1
- Kohn-Sham gap: 0.3374 Ha

Each line ends with the natural charge from an NBO analysis.
Element x y z (Å)
H -0.94371 2.64647 1.25508  0.23
H 1.87969 -0.28267 0.62776  0.22
C -1.75271 0.98685 -0.07886  0.38
C 0.06211 -0.99667 -0.45625  -0.53
H 1.09915 1.75329 1.27452  0.20
C 0.47753 1.10467 0.77105  -0.20
F -0.52390 0.54562 -2.27927  -0.35
H -0.52333 -1.65961 0.10748  0.25
H 0.55063 -1.79864 -1.06256  0.24
C 0.87088 -0.06966 0.33540  -0.20
C -0.97575 -0.31383 -1.34544  0.67
O -1.80458 -1.25122 -1.91874  -0.70
F -3.05333 1.16438 -0.21288  -0.32
H -2.42973 -0.80317 -2.59479  0.50
C -0.81691 1.69844 0.65672  -0.39

Arrangement B

Molecular formula: C6H6F2O
Method: DFT, ωB97M-V/def2-TZVPD

## Properties
- SMILES: Fc1ccc(F)cc1.O
- Multiplicity: 1
- Kohn-Sham gap: 0.3726 Ha

Each line ends with the natural charge from an NBO analysis.
Element x y z (Å)
C 0.69327 0.80708 1.10835  -0.27
C -1.20423 -0.55980 0.54691  -0.28
C -0.90135 0.17197 2.85102  0.38
H -2.51122 -1.14120 2.18631  0.23
H 2.25489 -0.97998 -6.49672  0.47
H 1.59682 1.33947 0.78312  0.24
C 0.19166 0.88890 2.39101  -0.27
H 1.64967 -0.34597 -5.20972  0.47
C -1.62941 -0.55938 1.88712  -0.25
H -1.82046 -1.08824 -0.19243  0.23
O 1.92480 -0.12896 -6.12921  -0.94
F 0.30133 -0.02278 -1.15368  -0.32
H 0.72539 1.51836 3.11524  0.23
F -1.21950 0.02635 4.17604  -0.32
C -0.05167 0.07417 0.13667  0.39

So which one is most stable? That would be arrangement B, about 2.564 eV below the next structure.

Arrangement A

Molecular formula: C3H6N2
Method: DFT, ωB97M-V/def2-TZVPD

## Properties
- SMILES: C=NCN=C
- Multiplicity: 1
- Kohn-Sham gap: 0.3892 Ha

Each line ends with the natural charge from an NBO analysis.
Element x y z (Å)
C -1.85917 -0.34382 0.14227  -0.05
H -2.07444 0.29658 1.11223  0.14
N 1.53413 0.47462 -0.22849  -0.40
H 2.91525 -1.02721 0.37166  0.18
N -0.83396 -0.12479 -0.54428  -0.43
C 0.13539 0.88099 -0.26979  -0.11
H 0.01584 1.41793 -1.23033  0.21
H 1.02294 -1.40359 0.22766  0.15
H -2.60014 -1.12013 -0.25834  0.19
H -0.10870 1.62290 0.55480  0.18
C 1.85287 -0.67348 0.12261  -0.05

Arrangement B

Molecular formula: C3H6N2
Method: DFT, ωB97M-V/def2-TZVPD

## Properties
- SMILES: CNCC#N
- Multiplicity: 1
- Kohn-Sham gap: 0.3918 Ha

Each line ends with the natural charge from an NBO analysis.
Element x y z (Å)
C -0.72555 0.12940 -0.41371  -0.33
H -0.72618 -0.15632 -1.47300  0.23
H 2.30159 -0.41907 0.71084  0.21
H 1.48837 1.03264 -0.00092  0.16
H 0.08590 -0.63305 1.29117  0.36
C -2.07322 -0.06349 0.13472  0.27
H -0.44242 1.20260 -0.38305  0.20
C 1.55743 -0.07276 -0.00675  -0.42
N 0.26517 -0.66059 0.29204  -0.59
N -3.12116 -0.21607 0.59884  -0.31
H 1.87549 -0.36231 -1.01358  0.20

Arrangement C

Molecular formula: C3H6N2
Method: DFT, ωB97M-V/def2-TZVPD

## Properties
- Multiplicity: 1
- Kohn-Sham gap: 0.4356 Ha

Each line ends with the natural charge from an NBO analysis.
Element x y z (Å)
H -0.12727 -0.08015 -1.26477  0.18
H -2.11092 0.31625 -0.10741  0.46
C 1.52678 -0.37718 0.15608  -0.69
C -1.41542 2.25407 -0.63024  0.24
H 2.15331 -0.93308 -0.54648  0.24
N -0.89499 -0.83451 0.42931  -0.67
C 0.10058 -0.45549 -0.26158  0.20
H 1.84471 0.67138 0.11684  0.25
N -2.09762 1.31235 -0.43910  -0.76
H 1.67078 -0.76110 1.16887  0.22
H -0.64993 -1.11255 1.37848  0.35

Arrangement D

Molecular formula: C3H6N2
Method: DFT, ωB97M-V/def2-TZVPD

## Properties
- Multiplicity: 1
- Kohn-Sham gap: 0.2736 Ha

Each line ends with the natural charge from an NBO analysis.
Element x y z (Å)
H 0.55762 1.12201 1.08881  0.41
N 0.20128 0.29324 0.60992  -0.49
H 1.72197 0.33306 -0.84146  0.22
H 0.92831 -1.24662 -0.62112  0.23
C -1.98191 -0.22264 -0.32945  0.20
H 2.12228 -0.66062 0.59090  0.20
H -0.62682 1.27766 -1.07536  0.20
C 1.32999 -0.37360 -0.10780  -0.42
C -0.97175 0.73850 -0.20030  -0.55
N -2.87116 -0.98595 -0.37097  -0.43
H -0.14219 -0.31994 1.35243  0.43

So which one is most stable? That would be arrangement B, about 1.023 eV below the next structure.

Arrangement A

Molecular formula: C3H6N2
Method: DFT, ωB97M-V/def2-TZVPD

## Properties
- Multiplicity: 1
- Kohn-Sham gap: 0.2983 Ha

Each line ends with the natural charge from an NBO analysis.
Element x y z (Å)
H -1.36880 -0.66444 1.18970  0.20
H -0.91149 1.24914 1.18282  0.22
H -1.31630 0.94506 -1.28732  0.21
C -1.02104 0.24308 0.70370  -0.36
H 2.02227 -0.33273 1.65820  0.17
H -1.68935 -0.72140 -1.27632  0.22
C -1.06040 0.08868 -0.81832  -0.68
N 2.09475 0.36077 -0.37010  -0.07
N 1.74609 -0.85563 -0.48406  -0.09
C 1.54772 -0.20146 0.76377  -0.04
H -0.04347 -0.11107 -1.26209  0.22

Arrangement B

Molecular formula: C3H6N2
Method: DFT, ωB97M-V/def2-TZVPD

## Properties
- SMILES: C=N/N=C/C
- Multiplicity: 1
- Kohn-Sham gap: 0.3641 Ha

Each line ends with the natural charge from an NBO analysis.
Element x y z (Å)
C -2.51998 0.31979 0.10732  -0.13
H -2.45292 0.75710 1.09866  0.15
H 2.80309 0.09680 -0.55934  0.22
H 1.95623 0.05262 1.20868  0.24
H 0.63695 1.03242 -1.12864  0.17
N -0.32158 -0.49401 0.01739  -0.24
H -3.56892 0.06108 -0.18812  0.19
C 0.72223 0.12004 -0.41361  0.06
N -1.54460 -0.27241 -0.42654  -0.22
H 2.24332 -1.35423 0.16679  0.23
C 2.04617 -0.31918 0.11741  -0.66

So which one is most stable? That would be arrangement B, about 3.961 eV below the next structure.